1.
Computed, not measured: a molecular structure, C38H54N4P2S4Ti in a non-equilibrium geometry, with ωB97M-V/def2-TZVPD.

```
103
C38H54N4P2S4Ti ωB97M-V/def2-TZVPD
H 1.464 -5.174 1.750
C 2.178 4.043 -2.203
H 3.282 -0.627 4.693
H -3.477 3.196 -2.457
H 3.302 2.319 0.565
C -1.612 2.834 -3.461
C 0.114 1.821 -2.079
C -0.422 3.505 3.805
H 3.891 -4.727 1.492
N -1.343 -2.637 0.508
S -1.034 -1.018 -2.251
H 2.059 -1.628 2.799
H -2.741 -1.817 -4.635
H 2.142 0.541 1.332
Ti -0.420 -0.913 0.079
H -0.841 5.153 2.497
H -4.947 -3.272 -1.938
C -0.681 3.336 1.400
H -0.350 -2.186 4.250
H -4.294 -4.358 -0.689
H 3.353 4.050 0.194
H 3.571 1.008 -5.180
H 3.431 2.446 -4.169
H -6.062 -4.230 -0.923
H -3.047 2.975 -5.065
H -1.443 -1.204 6.203
H 3.609 0.078 2.202
P -0.005 -0.477 2.695
C -0.513 -3.574 0.907
N -0.328 1.200 0.246
H 2.794 -1.195 -4.500
C -1.597 -4.906 -3.747
H 3.733 2.597 -1.838
C -0.763 1.790 -0.980
C -2.073 3.383 -4.787
H 1.749 -1.311 5.233
C 2.570 0.398 2.326
H 0.642 4.340 5.500
C -0.668 4.081 2.561
C -5.113 -3.691 -0.946
C 1.826 -4.250 1.314
C 3.155 -4.005 1.159
C 2.801 3.119 0.019
H -2.911 -0.749 3.429
H -1.366 3.134 -5.580
C 3.556 -2.796 0.522
H 1.928 0.446 5.043
H -1.724 -4.692 -4.815
H -3.560 -1.706 -3.087
C 2.104 -0.748 -3.776
H -0.032 -0.202 5.868
H -2.729 2.305 -0.303
C -0.462 1.934 1.398
C -2.900 -2.344 -3.682
C -2.343 -1.630 3.726
C 2.595 -1.909 0.135
C -0.914 -1.252 4.126
C 2.677 0.582 -3.271
S 0.677 -4.114 -2.383
H 0.330 2.332 -4.150
N 1.269 -2.088 0.325
H 4.597 -2.573 0.330
C -0.919 -3.744 -3.011
N -2.682 -2.997 0.477
H 2.556 1.370 2.825
H 2.866 -0.981 -0.352
H 3.654 0.367 -2.818
H -0.009 1.664 4.770
H -0.658 5.355 4.880
H 2.160 3.933 -3.287
C 1.789 -0.628 3.152
C 2.719 2.810 -1.479
C -2.461 2.825 -2.355
H 2.004 1.770 -4.973
H 2.797 4.915 -1.959
C -0.991 -0.525 5.471
C -0.365 4.321 5.072
C -0.334 2.335 -3.296
P 1.794 1.180 -1.738
C -3.467 -1.975 0.464
H 1.921 -1.481 -2.987
H -3.426 -3.272 -3.904
H -0.842 3.840 0.456
H -0.976 -5.793 -3.649
C -0.271 1.332 2.679
C -2.044 2.327 -1.140
H -2.368 -2.322 2.888
C -0.221 2.132 3.818
H -0.898 -4.536 1.227
S -3.036 -0.315 0.660
H -2.171 4.473 -4.757
H -1.644 0.346 5.391
S -5.207 -2.370 0.288
C -1.580 -2.565 -2.957
C 0.871 -3.312 0.857
C 2.929 1.520 -4.454
H 1.156 4.256 -1.882
H -2.587 -5.133 -3.337
H -2.849 -2.100 4.578
H 1.804 3.236 0.452
C 2.194 -0.526 4.619
H 1.137 -0.595 -4.263
H -1.034 3.924 5.841
```

* maximum force: 1.9 eV Å⁻¹
* M: 805.0 g mol⁻¹
* Kohn-Sham gap (spin up / spin down): 4.1925 / 4.2001 eV
* multiplicity: 3
* charge: -2
* energy above the lowest of the compared OMol25 structures with the same formula, charge and spin: 13.32 kcal per mole

=====

2.
Computed, not measured: a molecular structure, C4H6O3Rb in a non-equilibrium geometry, with ωB97M-V/def2-TZVPD.

```
14
C4H6O3Rb ωB97M-V/def2-TZVPD
H -2.906 -0.190 0.063
O 1.450 -0.986 0.849
C -0.835 0.097 -0.487
H -0.651 -0.191 -1.526
O 1.066 1.223 0.513
O 2.539 0.127 -0.717
H -1.745 -0.463 1.373
C 1.724 0.085 0.240
H -0.107 2.090 -0.869
Rb 4.439 -2.798 -0.477
C -1.899 -0.592 0.290
H -1.927 -1.667 0.065
H -0.898 1.876 0.712
C -0.251 1.388 -0.030
```

* maximum force: 3.6 eV Å⁻¹
* M: 187.6 g mol⁻¹
* Kohn-Sham gap (spin up / spin down): 5.4484 / 5.7643 eV
* multiplicity: 2
* charge: 0
* energy above the lowest of the compared OMol25 structures with the same formula, charge and spin: 0.00 kcal per mole

=====

3.
Computed, not measured: a single C9H7F3O2S molecule in a non-equilibrium geometry, with ωB97M-V/def2-TZVPD.

```
22
C9H7F3O2S ωB97M-V/def2-TZVPD
H -1.956 -3.918 -0.587
O -2.622 1.337 -1.687
C -0.791 -0.465 -0.315
F -3.814 -0.950 1.044
C 0.022 0.121 -1.341
H -0.311 -0.373 -2.211
H 0.222 -1.109 1.417
F -4.943 0.965 0.922
C -1.283 -1.821 -0.475
C 0.918 1.088 -1.202
C 1.258 1.510 0.137
C -1.840 -2.893 -0.613
C -4.170 0.099 0.258
F -4.840 -0.370 -0.795
H 1.504 1.269 -2.183
H 0.889 1.376 2.175
H 1.737 2.424 0.211
C -0.307 -0.221 1.090
C 0.580 0.990 1.170
S -2.389 0.815 -0.367
O -2.120 1.799 0.658
H -1.080 -0.064 1.825
```

* maximum force: 3.1 eV Å⁻¹
* M: 236.2 g mol⁻¹
* Kohn-Sham gap: 8.0397 eV
* charge: 0
* SMILES: C#C[C@]1(S(=O)(=O)C(F)(F)F)C=CC=CC1
* energy above the lowest of the compared OMol25 structures with the same formula, charge and spin: 59.66 kcal per mole